No. 1
The following is a quantum chemistry calculation of C5H9NO in the gas phase, from the Open Molecules 2025 dataset.

Calculated values
Energy relative to the best compared isomer or geometry (same formula, charge and spin), kcal per mole: 84.8

```
! wB97M-V def2-TZVPD RIJCOSX def2/J DEFGRID3
* xyz 0 1
O -1.458 -1.742 -0.739
N 0.107 0.152 0.310
C 0.660 1.381 0.868
C 0.839 -0.719 -0.332
C -0.026 -1.765 -0.943
C 0.242 2.575 0.017
C -0.706 -2.775 -0.127
H -0.864 -3.774 -0.532
H -0.629 -2.718 0.960
H 1.744 1.248 0.857
H -0.916 0.067 0.319
H -0.835 2.763 0.094
H 0.332 1.502 1.908
H 0.262 -2.054 -1.953
H 0.480 2.375 -1.033
H 0.768 3.483 0.326
*
```

---

No. 2
The following is a quantum chemistry calculation of a gas-phase ion, C8H10N3O (charge +1) at a distorted geometry, from the Open Molecules 2025 dataset.

Calculated values
Energy relative to the best compared isomer or geometry (same formula, charge and spin), kcal per mole: 118.1

```
! wB97M-V def2-TZVPD RIJCOSX def2/J DEFGRID3
* xyz 1 1
O 2.014 -2.801 -0.441
N -2.780 -1.241 0.364
N -2.193 1.012 0.118
N -3.133 -2.374 0.337
C 2.254 0.712 0.713
C 0.165 0.370 -0.400
C 0.535 -0.979 -0.598
C -1.019 0.994 -0.992
C 1.805 -1.506 -0.161
C 1.060 1.186 0.204
C 2.684 -0.613 0.372
C -2.854 -0.072 0.599
H 0.816 2.319 0.363
H -1.349 0.358 -1.844
H -2.719 -3.110 0.863
H -1.812 1.503 0.939
H 2.904 -2.984 -0.700
H -0.685 2.055 -1.150
H 2.863 1.356 1.189
H -0.119 -1.775 -1.043
H 3.754 -1.009 0.438
H -2.857 1.694 -0.168
*
```

---

No. 3
The following is a quantum chemistry calculation of 2 unconnected molecules or ions with the total composition C17H16N3O4 at a distorted geometry, from the Open Molecules 2025 dataset.

Calculated values
Electronic energy, eV: -30544.0847

```
! wB97M-V def2-TZVPD RIJCOSX def2/J DEFGRID3
* xyz -1 1
O 4.036 -4.591 -6.637
O 5.024 -5.336 -4.819
O 2.003 -0.425 2.635
O 0.742 1.436 2.441
N 0.370 -1.275 0.267
N 4.199 -4.589 -5.396
N 0.827 -1.361 -0.806
C -2.050 0.950 2.723
C 2.781 -2.948 -2.355
C 3.579 -3.746 -3.180
C 1.774 -2.078 -2.894
C 3.419 -3.718 -4.582
C -3.369 1.252 3.029
C 1.671 -2.064 -4.324
C 2.449 -2.861 -5.154
C 4.353 -0.364 2.979
C -3.822 -1.108 3.446
C 0.913 -1.236 -2.101
C -4.272 0.225 3.367
C 0.806 0.223 2.482
C -1.598 -0.409 2.685
C 3.144 0.466 2.602
C -0.265 -0.761 2.293
C -2.510 -1.421 3.121
H 2.327 -2.836 -6.241
H -4.513 -1.899 3.752
H -3.692 2.293 2.999
H 0.260 -0.489 -2.582
H -1.315 1.737 2.568
H 0.048 -1.801 2.372
H 0.953 -1.371 -4.768
H 4.323 -1.331 2.465
H -2.137 -2.440 3.270
H 3.190 0.864 1.578
H 2.976 -2.981 -1.283
H 4.413 -0.546 4.062
H -5.325 0.462 3.553
H 5.267 0.176 2.707
H 4.349 -4.417 -2.787
H 3.032 1.322 3.282
*
```

---

No. 4
The following is a quantum chemistry calculation of 6 unconnected molecules or ions with the total composition C42H53F2N10O7S2 at a distorted geometry, from the Open Molecules 2025 dataset.

Calculated values
Electronic energy, eV: -100696.8714

```
! wB97M-V def2-TZVPD RIJCOSX def2/J DEFGRID3
* xyz 5 1
S -1.586 -4.376 -2.380
S 0.321 -4.214 -3.685
F 1.174 -5.256 -4.660
F -2.601 -5.412 -1.690
O -1.022 -3.766 -1.185
O -2.647 -3.739 -3.153
O -0.319 -3.358 -4.694
O -2.530 1.133 0.386
O 1.402 -3.643 -2.867
O -0.447 1.166 0.550
O -1.335 0.474 -1.249
N -4.838 -6.426 6.285
N -1.452 0.901 -0.105
N -0.706 -5.441 -3.037
N 3.957 3.011 -3.998
N 8.709 -0.956 10.727
N -5.873 1.347 -7.489
N 3.444 8.000 -8.906
N 3.493 -1.581 6.056
N -6.597 -1.728 1.249
N -3.837 1.813 -6.540
C 2.853 4.874 -4.977
C 3.211 -1.562 7.387
C 9.793 -0.832 11.749
C 3.965 1.985 -2.988
C -6.359 -3.064 0.960
C 3.295 7.374 -6.631
C 5.080 3.251 -4.741
C -6.294 -2.176 3.660
C 7.838 -1.810 8.651
C -4.421 -5.327 4.203
C -2.655 2.609 -6.241
C 3.919 6.176 -6.850
C 5.034 4.317 -5.660
C -6.033 -3.945 2.007
C -4.669 -7.459 7.313
C -4.178 -6.381 5.107
C -8.305 1.261 -7.410
C -5.410 0.212 -6.756
C -4.813 2.235 -7.393
C 7.694 -0.116 10.872
C 5.563 -1.080 7.936
C -5.411 -4.413 4.383
C -4.249 0.568 -6.101
C 3.923 5.124 -5.781
C -5.916 -3.503 3.338
C -6.110 -4.579 5.641
C 5.770 -1.150 6.556
C 3.112 8.889 -9.968
C 4.220 -1.291 8.388
C 8.851 -1.734 9.633
C -7.023 1.543 -8.265
C 6.708 -0.968 8.877
C 4.755 -1.470 5.643
C -6.818 -0.738 0.168
C 4.434 5.925 -8.123
C -5.714 -5.498 6.584
C 4.168 6.843 -9.152
C -6.560 -1.300 2.561
C 6.657 -0.107 9.918
C 2.827 3.831 -4.051
C 2.413 -1.964 5.129
C 3.011 8.257 -7.687
H -3.638 0.056 -5.373
H -8.218 0.247 -7.020
H 3.009 1.866 -2.479
H 10.272 0.139 11.874
H 2.171 -1.737 7.620
H -6.808 -1.237 -0.801
H -3.946 -5.336 3.233
H 6.759 -1.038 6.136
H 1.964 3.565 -3.460
H -6.868 0.851 -9.093
H 4.188 1.099 -3.582
H 9.335 -0.931 12.733
H 1.451 -1.660 5.540
H -2.933 3.320 -5.463
H -6.328 -1.791 4.668
H 4.002 9.020 -10.584
H -8.420 1.829 -6.487
H -5.877 -0.762 -6.744
H 4.874 -1.753 4.607
H -6.261 -5.510 7.515
H 2.963 9.873 -9.523
H -1.966 1.867 -5.838
H 10.511 -1.648 11.661
H -4.716 3.089 -8.047
H -4.277 -6.897 8.160
H -7.810 -0.288 0.226
H -5.997 -0.024 0.232
H -9.240 1.272 -7.971
H -3.986 -8.192 6.882
H 2.852 7.541 -5.661
H 9.730 -2.350 9.520
H 5.752 0.470 10.041
H -6.780 -0.261 2.757
H 4.771 2.326 -2.338
H -2.227 3.000 -7.164
H -5.655 -7.847 7.567
H 2.418 -1.431 4.178
H 4.959 5.009 -8.355
H 4.486 6.662 -10.169
H -6.963 -3.928 5.771
H -6.348 -3.327 -0.087
H 2.378 -3.044 4.988
H 5.863 4.242 -6.347
H 7.611 0.463 11.779
H 1.973 5.485 -5.115
H 3.974 -1.465 9.425
H -5.807 -4.955 1.698
H 5.953 2.625 -4.639
H -7.099 2.574 -8.608
H 7.929 -2.440 7.778
H 2.177 8.603 -10.449
H -3.463 -7.160 4.889
H 2.444 9.170 -7.588
*
```

---

No. 5
The following is a quantum chemistry calculation of 2 unconnected molecules or ions with the total composition C9H14 at a distorted geometry, from the Open Molecules 2025 dataset.

Calculated values
Energy relative to the best compared isomer or geometry (same formula, charge and spin), kcal per mole: 8.0
SMILES: Cc1ccccc1.CC

```
! wB97M-V def2-TZVPD RIJCOSX def2/J DEFGRID3
* xyz 0 1
C -0.647 -2.254 -0.843
C 2.049 2.731 0.777
C -0.776 -2.584 0.499
C -0.146 -0.561 -2.674
C 0.965 3.630 1.370
C -0.665 -1.589 1.464
C -0.618 -0.251 1.071
C -0.497 -0.938 -1.249
C -0.557 0.067 -0.275
H 1.271 4.672 1.319
H -0.687 -3.024 -1.606
H 0.351 -1.376 -3.192
H -0.634 -1.836 2.512
H 0.024 3.534 0.834
H 2.955 2.829 1.372
H 2.278 2.978 -0.264
H -0.982 -3.577 0.879
H -1.069 -0.431 -3.257
H 0.449 0.347 -2.663
H -0.772 0.495 1.841
H 1.690 1.705 0.783
H -0.744 1.092 -0.565
H 0.839 3.389 2.423
*
```

---

No. 6
The following is a quantum chemistry calculation of a molecular structure, C24H30BeK2N6O4S at a distorted geometry, from the Open Molecules 2025 dataset.

Calculated values
Electronic energy, eV: -86375.2129

```
! wB97M-V def2-TZVPD RIJCOSX def2/J DEFGRID3
* xyz 2 1
K 27.138 -6.582 -15.364
K 31.573 -6.843 -13.778
S 28.957 -4.878 -13.305
O 28.926 -6.342 -13.431
O 28.788 -4.478 -11.916
O 28.036 -4.199 -14.269
O 30.292 -4.378 -13.774
N 31.161 -4.578 -10.286
N 25.367 -3.073 -13.693
N 25.430 -8.759 -12.945
N 33.192 -3.561 -15.249
N 27.238 -4.438 -9.648
N 30.680 -0.526 -9.803
C 24.855 -2.649 -12.502
C 26.986 -3.316 -8.904
C 24.608 -6.682 -12.903
C 23.728 -7.527 -13.642
C 33.148 -4.917 -9.356
C 30.572 1.140 -11.267
C 26.557 -3.731 -7.644
C 30.931 -5.200 -9.079
C 35.246 -3.028 -14.617
C 30.065 -1.025 -10.918
C 26.882 -5.548 -8.947
C 34.469 -3.372 -15.693
C 32.502 -4.535 -10.521
C 23.513 -2.987 -12.480
C 30.025 -0.005 -11.856
C 24.300 -8.766 -13.740
C 32.161 -5.407 -8.485
C 33.124 -3.323 -13.893
C 24.377 -3.653 -14.427
C 25.680 -7.470 -12.572
C 26.481 -5.123 -7.687
C 34.404 -3.058 -13.476
C 23.196 -3.564 -13.723
C 30.973 0.789 -9.988
Be 29.386 -3.206 -15.404
H 34.648 -2.797 -12.458
H 26.406 -3.124 -6.768
H 30.777 -0.981 -8.911
H 34.733 -3.436 -16.735
H 36.305 -2.845 -14.579
H 31.413 1.382 -9.205
H 26.047 -9.542 -12.824
H 24.589 -3.894 -15.458
H 22.760 -7.264 -14.036
H 27.718 -4.478 -10.544
H 24.026 -9.685 -14.229
H 22.789 -2.791 -11.707
H 24.522 -5.651 -12.603
H 26.928 -6.514 -9.420
H 32.407 -3.815 -15.819
H 27.269 -2.392 -9.384
H 32.915 -4.197 -11.455
H 30.432 -4.372 -10.951
H 26.606 -7.188 -12.093
H 25.440 -2.137 -11.758
H 32.277 -5.854 -7.511
H 29.888 -2.085 -10.975
H 29.928 -5.357 -8.720
H 22.238 -3.923 -14.057
H 32.177 -3.314 -13.391
H 26.344 -3.032 -13.915
H 29.688 -0.080 -12.876
H 26.124 -5.716 -6.861
H 34.216 -4.950 -9.219
H 30.722 2.096 -11.737
*
```